# C6H18N2O2

A cluster of 3 separate species, C6H18N2O2 in total (ωB97M-V with the def2-TZVPD basis set, OMol25).

Computed properties:
<S²> ... 0.75
Multiplicity ... 2
Total charge ... +1
Energy above the lowest of the compared OMol25 structures with the same formula, charge and spin ... 0.0 kcal/mol

```
28
C6H18N2O2 (ωB97M-V with the def2-TZVPD basis set)
C 1.75199 1.32901 -0.99053
N 0.59414 0.52375 -0.66972
C 0.52839 -0.78574 -1.37300
C -0.92416 -1.04114 -1.62288
C -1.50617 0.40290 -1.77669
C -0.73892 1.21440 -0.76181
C -1.46483 1.31763 0.57844
N -1.86060 0.11260 1.30807
H 2.67327 0.75193 -0.96763
H 1.83404 2.20742 -0.34769
H 1.57439 1.71581 -1.99959
H 1.03226 -1.44844 -0.65451
H 1.15277 -0.76905 -2.26749
H -1.46920 -1.51575 -0.81638
H -1.10469 -1.63943 -2.51364
H -1.34681 0.69471 -2.81113
H -2.54964 0.34198 -1.55734
H -0.47820 2.19996 -1.04974
H -2.35597 1.93432 0.42845
H -0.95568 1.94113 1.32161
H -2.62469 -0.28010 0.79251
H -1.09877 -0.56739 1.25034
H 1.08124 -1.80476 2.27339
H 0.15929 -2.89352 1.78545
O 0.16557 -1.96344 2.04043
H 1.93313 -0.12877 1.56527
H 2.85151 0.24173 2.68022
O 2.60682 -0.50844 2.13197
```

# FO4S

A cluster of 2 separate species, FO4S in total (ωB97M-V with the def2-TZVPD basis set, OMol25).

Computed properties:
Total charge ... -1
Energy above the lowest of the compared OMol25 structures with the same formula, charge and spin ... 27.3 kcal/mol

```
6
FO4S (ωB97M-V with the def2-TZVPD basis set)
O 0.04128 -0.13897 -1.77408
O -0.25380 -1.51069 0.22949
O -1.89398 0.22986 -0.30206
O 0.81536 1.18209 0.84117
F 1.85843 0.53773 1.48677
S -0.56729 -0.30002 -0.48129
```

Question: Which formula does entry 1 have?
Answer: C6H18N2O2